This record from the OMol25 dataset describes one molecule with the formula C23H20ClNO4. The level of theory is ωB97M-V with the def2-TZVPD basis set.

Last column: natural (NBO) charge in e.
CARTESIAN COORDINATES (ANGSTROEM)
C  -6.59048  0.91076  -8.54398  -0.624
C  -5.74397  0.85684  -7.30890  -0.037
C  -4.55260  1.56530  -7.22217  -0.190
C  -3.76872  1.49800  -6.08714  -0.261
C  -4.16022  0.71469  -5.00411  0.209
C  -5.35247  0.00142  -5.08030  -0.246
C  -6.12557  0.07835  -6.22251  -0.195
H  -7.04912  -0.48022  -6.27010  0.210
H  -5.66361  -0.60743  -4.24862  0.254
N  -3.32715  0.69373  -3.87947  -0.614
C  -3.44600  -0.04072  -2.73766  0.668
O  -4.33142  -0.83990  -2.51376  -0.602
C  -2.34555  0.20511  -1.75339  -0.150
C  -1.74726  1.44657  -1.57173  -0.178
C  -0.74640  1.62468  -0.63127  -0.291
C  -0.33293  0.54282  0.13380  0.357
C  -0.93953  -0.70184  -0.02435  -0.261
C  -1.94316  -0.86301  -0.95389  -0.149
H  -2.43258  -1.81639  -1.08056  0.238
H  -0.60838  -1.52047  0.59433  0.231
O  0.65958  0.57208  1.10030  -0.490
C  1.42963  1.61204  1.38363  0.786
O  1.38838  2.70750  0.89055  -0.577
C  2.41785  1.25852  2.49417  -0.164
O  2.58104  -0.13237  2.56617  -0.481
C  3.39625  -0.64846  3.53108  0.311
C  3.50946  -2.03838  3.54389  -0.245
C  4.30950  -2.65821  4.47937  -0.198
C  5.00102  -1.89593  5.40762  -0.100
C  4.90716  -0.50867  5.41716  0.087
C  4.09683  0.10210  4.46700  -0.333
H  4.02867  1.17884  4.47608  0.216
C  5.65869  0.30386  6.42292  -0.652
H  6.72810  0.11839  6.33197  0.230
H  5.47167  1.36519  6.28589  0.213
H  5.36284  0.01970  7.43193  0.230
Cl  5.99994  -2.69754  6.57353  -0.004
H  4.40040  -3.73278  4.49278  0.230
H  2.96220  -2.60921  2.81200  0.227
H  2.00696  1.66471  3.43176  0.205
H  3.36373  1.77408  2.27796  0.208
H  -0.29750  2.59470  -0.49823  0.260
H  -2.07677  2.30602  -2.13815  0.214
H  -2.50121  1.26997  -3.96502  0.399
H  -2.84428  2.05790  -6.03762  0.203
H  -4.23219  2.17878  -8.05208  0.209
H  -7.64408  0.99347  -8.28471  0.217
H  -6.31406  1.75591  -9.16955  0.213
H  -6.46147  -0.00191  -9.12655  0.219

- spin multiplicity = 1
- energy (a.u.) = -1704.396361
- SMILES string = Cc1ccc(NC(=O)c2ccc(OC(=O)COc3ccc(Cl)c(C)c3)cc2)cc1
- relative energy (zero: lowest compared OMol25 entry of this formula, charge and spin) (kJ/mol) = 5.54
- E_LUMO (eV) = 0.46


This record from the OMol25 dataset describes C23H20CrN4O2S3Se2 as an isolated structure. The level of theory is ωB97M-V with the def2-TZVPD basis set.

Last column: Löwdin spin population.
CARTESIAN COORDINATES (ANGSTROEM)
Cr  0.17399  0.24869  0.20089  3.013
O  5.82362  1.34009  -0.87903  0.000
C  5.72632  0.23102  -0.01523  0.001
C  4.25096  -0.17394  0.18815  0.000
C  4.27039  -1.34840  1.19665  0.000
O  3.17676  -2.20379  1.10754  0.000
C  3.51445  1.05859  0.72561  0.002
Se  1.98923  0.74611  1.95452  -0.034
C  3.71311  -0.63380  -1.16706  0.000
Se  1.75327  -0.64287  -1.49879  -0.011
H  6.75172  1.56726  -0.98478  0.000
H  6.15665  0.47513  0.97040  0.000
H  6.28404  -0.62423  -0.43451  0.000
H  4.36056  -0.93110  2.21482  0.000
H  5.14781  -1.98076  1.00680  0.000
H  2.38465  -1.66893  1.28392  0.000
H  3.11668  1.65226  -0.10259  0.000
H  4.20080  1.67426  1.31246  -0.001
H  4.02166  -1.66311  -1.36152  -0.001
H  4.11434  0.01818  -1.94446  0.001
S  0.19623  2.45165  -0.71416  -0.023
C  -0.45943  2.20310  -2.30221  0.000
C  -0.30308  3.17725  -3.27763  0.002
C  -0.76736  2.98629  -4.58086  0.001
C  -0.62109  3.98999  -5.54267  0.000
N  -0.54174  4.83598  -6.32561  0.000
C  -1.40964  1.76171  -4.91915  0.003
C  -1.62139  0.81538  -3.91695  0.002
C  -1.17471  1.01869  -2.62189  0.005
S  -1.55935  -0.16455  -1.41191  -0.010
C  -1.82528  1.52558  -6.23252  0.001
N  -2.17830  1.33764  -7.31708  0.001
H  0.20552  4.09516  -3.01499  -0.001
H  -2.14627  -0.10125  -4.14703  -0.001
N  -1.08147  0.73163  1.58210  0.150
C  -1.47251  1.07237  2.63276  0.150
C  -1.90511  1.37915  3.90854  0.157
C  -2.70145  2.51674  4.19875  0.126
C  -3.07220  2.79344  5.49064  0.039
C  -2.68485  1.96508  6.54491  0.215
C  -1.91423  0.83337  6.26861  0.038
C  -1.53057  0.53487  4.98758  0.126
H  -3.00662  3.16980  3.39378  0.008
H  -3.67073  3.67149  5.70229  -0.003
H  -2.97749  2.19718  7.56043  0.019
H  -1.61325  0.18039  7.07787  -0.003
H  -0.93352  -0.34198  4.78182  0.008
S  -0.53427  -3.76700  2.38819  0.004
C  -0.67546  -3.94259  0.66629  -0.002
C  -0.40759  -2.76249  0.04896  0.003
N  -0.10958  -1.73402  0.87064  0.000
C  -0.12998  -2.10095  2.13469  0.012
H  -0.91963  -4.89049  0.23731  0.000
H  -0.41658  -2.60267  -1.01638  0.001
H  0.11626  -1.45358  2.95388  0.001

- spin multiplicity = 5
- total charge = -2
- <S²> = 6.090
- energy (a.u.) = -8299.953981
- relative energy (zero: lowest compared OMol25 entry of this formula, charge and spin) (kJ/mol) = 16.82
- E_LUMO (spin up / spin down) (eV) = 3.79 / 3.77


This record from the OMol25 dataset describes an isolated ion of composition C23H20F2NO and charge +1. The level of theory is ωB97M-V with the def2-TZVPD basis set.

Last column: natural (NBO) charge in e.
CARTESIAN COORDINATES (ANGSTROEM)
C  -0.42718  -3.41222  3.38018  -0.720
C  -0.22397  -2.85957  2.00249  0.694
N  0.26266  -1.54815  1.99694  -0.635
C  0.69252  -0.90484  0.87121  0.565
C  1.94766  -0.23701  0.91242  -0.134
C  2.54557  0.38143  -0.22891  -0.087
C  3.60671  1.25884  -0.07761  -0.230
C  4.15029  1.49602  1.19330  -0.067
C  3.68393  0.76429  2.29510  -0.229
C  2.64160  -0.14238  2.14335  -0.116
C  -0.15170  -0.95611  -0.36316  -0.509
O  -0.42765  -3.49423  0.97727  -0.530
H  -0.40521  -2.63171  4.15266  0.218
H  -1.39157  -3.93218  3.40050  0.276
H  0.36232  -4.15533  3.56658  0.270
H  0.52240  -1.20578  2.91671  0.428
H  2.16246  0.14535  -1.22416  0.235
H  4.01270  1.76089  -0.96061  0.249
H  4.95932  2.21834  1.30775  0.245
H  4.14392  0.88129  3.27786  0.246
H  2.36586  -0.80033  2.96933  0.210
H  0.50367  -0.86032  -1.24427  0.236
H  -0.58687  -1.96081  -0.40724  0.308
F  1.96401  4.56035  0.11381  -0.328
C  0.92531  3.68452  -0.09152  0.400
C  0.20926  3.23814  1.01500  -0.275
C  -0.62561  2.13743  0.83749  -0.203
C  -0.70685  1.49572  -0.40986  -0.039
C  -1.26719  0.07400  -0.43266  -0.223
C  -2.18761  -0.29901  -1.59888  -0.045
C  -3.44948  -0.82231  -1.28184  -0.177
C  -4.20877  -1.48068  -2.24709  -0.261
C  -3.70169  -1.52995  -3.54257  0.405
F  -4.39263  -2.24650  -4.48979  -0.320
C  -2.50636  -0.92588  -3.91448  -0.261
C  -1.72656  -0.33482  -2.91664  -0.200
C  -0.17631  2.12918  -1.53481  -0.195
C  0.70687  3.20053  -1.37322  -0.274
H  0.32757  3.71151  1.98669  0.245
H  -1.20346  1.75791  1.68320  0.219
H  -1.87354  -0.02735  0.47618  0.219
H  -3.81099  -0.74016  -0.25476  0.217
H  -5.16334  -1.93411  -1.99421  0.247
H  -2.16526  -0.92944  -4.94777  0.245
H  -0.74325  0.06654  -3.17360  0.208
H  -0.41635  1.79230  -2.54195  0.230
H  1.24279  3.61658  -2.22438  0.246

- spin multiplicity = 1
- total charge = +1
- energy (a.u.) = -1217.915752
- SMILES string = CC(=O)/[NH+]=C(\CC(c1ccc(F)cc1)c1ccc(F)cc1)c1ccccc1
- relative energy (zero: lowest compared OMol25 entry of this formula, charge and spin) (kJ/mol) = 0.00
- E_LUMO (eV) = -5.68


This record from the OMol25 dataset describes C23H20I2KN5O4S2 as an isolated structure. The level of theory is ωB97M-V with the def2-TZVPD basis set.

Last column: natural (NBO) charge in e.
CARTESIAN COORDINATES (ANGSTROEM)
K  -0.53818  -0.04106  0.50390  0.897
I  0.43288  0.03670  -2.79423  0.196
C  0.84212  -2.07438  -2.60221  -0.768
I  2.85042  -2.56664  -2.04070  0.022
H  0.67055  -2.57878  -3.54651  0.207
H  0.21294  -2.49966  -1.82602  0.229
S  -0.58451  3.05811  -2.88076  -0.470
C  -2.26595  2.70029  -2.57721  -0.180
C  -3.06884  2.46600  -3.70046  -0.172
C  -4.42935  2.19532  -3.63180  -0.213
C  -5.17548  1.99290  -4.83571  0.323
N  -5.76691  1.84587  -5.81445  -0.405
C  -5.03705  2.14736  -2.36856  -0.187
C  -4.26189  2.36989  -1.24123  -0.192
C  -2.88344  2.65547  -1.27866  -0.145
S  -2.09721  2.93415  0.25284  -0.524
C  -6.43846  1.88355  -2.22656  0.321
N  -7.56719  1.68566  -2.10568  -0.399
H  -2.59380  2.50904  -4.67191  0.220
H  -4.73153  2.32672  -0.26766  0.221
O  4.76610  -0.21744  5.96180  -0.717
C  4.50010  -1.38597  5.19645  -0.079
C  3.49280  -1.09051  4.12071  -0.003
C  2.83506  -2.13864  3.49263  -0.268
C  1.95541  -1.85679  2.46080  0.064
N  1.71278  -0.61609  2.04208  -0.437
C  2.30796  0.39700  2.66785  0.200
C  3.21757  0.20149  3.70732  -0.260
C  1.93946  1.77350  2.22095  0.160
C  1.88900  2.81596  3.13614  -0.266
C  1.49772  4.07654  2.69236  -0.025
C  1.36796  5.22882  3.65514  -0.079
O  0.80310  4.85257  4.90574  -0.722
C  1.18512  4.22785  1.35723  -0.238
C  1.24809  3.12313  0.51178  0.081
N  1.62163  1.91963  0.93199  -0.438
H  5.41558  -0.44012  6.63296  0.465
H  4.11516  -2.18962  5.83333  0.168
H  5.42180  -1.74717  4.72366  0.169
H  2.99023  -3.16695  3.79788  0.206
H  1.39061  -2.63971  1.96536  0.247
H  3.70608  1.04195  4.17754  0.229
H  2.09097  2.64712  4.18583  0.220
H  0.77955  6.02281  3.18466  0.169
H  2.35190  5.64058  3.89037  0.178
H  -0.01377  4.37569  4.71935  0.474
H  0.81720  5.16702  0.96348  0.223
H  0.92315  3.19930  -0.52015  0.260
N  -3.27795  -0.88274  2.85777  -0.851
C  -2.86592  -2.27839  2.73101  -0.327
C  -1.87680  -2.41176  1.55930  0.753
O  -2.16117  -1.73396  0.53904  -0.820
O  -0.87310  -3.13758  1.72125  -0.778
H  -4.13608  -0.78876  3.38497  0.339
H  -3.44370  -0.51848  1.92397  0.386
H  -3.69718  -2.97023  2.52395  0.160
H  -2.36959  -2.61404  3.64205  0.178

- spin multiplicity = 1
- total charge = -2
- energy (a.u.) = -3455.042370
- relative energy (zero: lowest compared OMol25 entry of this formula, charge and spin) (kJ/mol) = 18.55
- E_LUMO (eV) = 3.24